[1]
C4H6F24K4O3P4 as an isolated structure in a non-equilibrium geometry. Source: OMol25; level of theory: ωB97M-V/def2-TZVPD.

Last column: Löwdin charge in e.
Geometry (Å):
1 K -12.48118 -13.69307 -3.59625  0.98
2 K -4.37757 -16.22471 -2.66942  0.98
3 K -6.23958 -24.13076 -1.31461  0.99
4 K -14.57826 -21.77273 -3.05539  0.98
5 P -9.47072 -19.10942 -3.22907  0.10
6 F -9.92525 -20.63282 -3.52790  -0.18
7 F -10.78110 -18.92674 -2.28447  -0.19
8 F -8.52010 -19.56220 -2.00425  -0.17
9 F -9.15725 -17.55149 -2.89992  -0.19
10 F -8.13388 -19.22578 -4.18939  -0.20
11 F -10.28350 -18.67122 -4.49234  -0.15
12 P -0.76410 -20.55541 -2.32307  0.14
13 F -0.57751 -19.23588 -1.39964  -0.19
14 F -1.14764 -19.73928 -3.65857  -0.15
15 F 0.83029 -20.68828 -2.61665  -0.18
16 F -1.00267 -21.98595 -3.00751  -0.17
17 F -0.24701 -21.35786 -0.96947  -0.23
18 F -2.26852 -20.58616 -1.71501  -0.20
19 P -13.03961 -23.69249 2.37695  0.18
20 F -13.77597 -22.24315 2.42055  -0.20
21 F -11.94167 -22.95945 1.40379  -0.20
22 F -12.32303 -23.12609 3.71312  -0.19
23 F -12.16041 -25.10823 2.44251  -0.21
24 F -14.05981 -24.35262 3.44109  -0.18
25 F -13.88792 -24.25668 1.10006  -0.19
26 P -7.79587 -9.84631 -4.05084  0.17
27 F -6.53609 -9.67209 -5.07026  -0.16
28 F -7.57274 -8.36537 -3.36393  -0.19
29 F -9.00214 -9.22036 -5.01605  -0.20
30 F -8.99410 -10.10243 -2.99470  -0.21
31 F -8.05016 -11.40098 -4.52077  -0.22
32 F -6.78656 -10.42989 -2.99119  -0.17
33 C -6.58985 -14.67938 -10.49586  -0.03
34 C -6.08643 -16.10295 -10.34163  -0.28
35 C -7.18412 -17.17562 -10.58299  -0.14
36 O -6.48647 -18.15274 -11.28037  0.04
37 C -5.36294 -17.60383 -11.93566  -0.46
38 O -4.66756 -18.15093 -12.79565  0.12
39 O -5.12963 -16.36728 -11.43881  0.07
40 H -7.38763 -14.44087 -9.79247  0.09
41 H -6.99227 -14.74464 -11.50675  0.09
42 H -5.80632 -13.92446 -10.43040  0.09
43 H -5.52017 -16.22602 -9.41843  0.15
44 H -8.01599 -16.69254 -11.09557  0.12
45 H -7.65459 -17.58670 -9.68980  0.13

Summary:
orbital gap = 7.407 eV
HOMO energy = -10.1 eV
net charge = 0
M = 838.3 g mol⁻¹

***

[2]
One molecule with the formula C4H6F2O in a non-equilibrium geometry. Source: OMol25; level of theory: ωB97M-V/def2-TZVPD.

Last column: Löwdin charge in e.
Geometry (Å):
1 C 0.89091 -0.05435 -0.30634  -0.43
2 C 2.26260 -0.03794 0.16732  -0.57
3 C 0.14829 1.24890 -0.04104  -0.01
4 C 0.03754 -1.29210 -0.09662  0.03
5 O 2.01557 -0.02340 -1.18485  0.14
6 F 2.87851 -1.10910 0.58158  0.18
7 F 2.84738 1.09773 0.66353  0.12
8 H 0.19592 1.29913 1.01648  0.08
9 H -0.82626 1.38084 -0.62292  0.11
10 H 0.70050 2.14562 -0.52522  0.12
11 H 0.68758 -2.10470 -0.19076  0.07
12 H -0.68204 -1.33074 -0.96988  0.12
13 H -0.55279 -1.05619 0.68773  0.05

Summary:
energy above the lowest of the compared OMol25 structures with the same formula, charge and spin = 1.4934 eV
structure (SMILES) = CC1(C)OC1(F)F
orbital gap = 11.804 eV
HOMO energy = -10.9 eV
net charge = 0
M = 108.1 g mol⁻¹

***

[3]
One molecule with the formula C4H6F2O in a non-equilibrium geometry. Source: OMol25; level of theory: ωB97M-V/def2-TZVPD.

Last column: Löwdin charge in e.
Geometry (Å):
1 C -0.28242 0.12893 1.06531  -0.13
2 C 0.86403 0.56054 0.19200  -0.33
3 C -1.50960 -0.27974 0.35664  -0.33
4 C 1.53665 -0.46326 -0.67148  -0.04
5 O -2.33962 0.55650 -0.28957  0.10
6 F 0.68698 1.73006 -0.42114  0.05
7 F -1.39254 -1.38016 -0.43447  0.04
8 H 0.05262 -0.53198 1.86093  0.12
9 H -0.66836 1.00283 1.63172  0.13
10 H 1.48481 -1.37069 0.02074  0.11
11 H 2.57247 -0.09193 -0.43572  0.10
12 H 1.09016 -0.44389 -1.69149  0.10
13 H -2.09518 0.58279 -1.18345  0.08

Summary:
energy above the lowest of the compared OMol25 structures with the same formula, charge and spin = 3.9145 eV
orbital gap (spin up / spin down) = 8.545 / 8.610 eV
HOMO energy (spin up / spin down) = -8.1 / -8.1 eV
net charge = 0
M = 108.1 g mol⁻¹

***

[4]
An isolated ion of composition C4H6F3N2O3P and charge -2 in a non-equilibrium geometry. Source: OMol25; level of theory: ωB97M-V/def2-TZVPD.

Last column: Löwdin charge in e.
Geometry (Å):
1 C -0.07519 -1.19026 0.62184  -0.13
2 C -0.17533 -1.19734 -0.87652  -0.19
3 C -0.17406 0.06475 -0.19200  -0.37
4 C 2.30530 0.70995 0.02302  -0.60
5 N 0.63411 2.37150 -0.24792  0.00
6 N 1.04139 1.02452 -0.31571  -0.07
7 O -1.61547 1.86991 1.39510  -0.48
8 O -1.95799 2.05722 -1.16902  -0.44
9 O -2.84077 0.07072 0.10208  -0.43
10 F 2.64792 0.70421 1.38131  0.04
11 F 2.76630 -0.47903 -0.44605  0.09
12 F 3.23194 1.65907 -0.48880  0.01
13 P -1.83228 1.15568 0.03876  0.09
14 H -1.00860 -1.13227 1.14034  0.07
15 H 0.88183 -1.30688 1.12604  0.08
16 H 0.82816 -1.54066 -1.42618  0.11
17 H -1.01631 -1.68514 -1.53800  0.12
18 H -0.23167 2.31463 -0.76640  -0.02
19 H 0.33297 2.75920 0.77739  0.13

Summary:
energy above the lowest of the compared OMol25 structures with the same formula, charge and spin = 0.0000 eV
structure (SMILES) = NN(C(F)(F)F)C1(P(=O)([O-])[O-])CC1
orbital gap = 6.309 eV
HOMO energy = -0.1 eV
net charge = -2
M = 218.1 g mol⁻¹

***

[5]
A 2-piece molecular cluster, C4H6F3N4 overall in a non-equilibrium geometry. Source: OMol25; level of theory: ωB97M-V/def2-TZVPD.

Last column: Löwdin charge in e.
Geometry (Å):
1 C 1.21727 -0.31328 0.02017  0.03
2 C 0.40054 0.82770 0.21094  -0.32
3 C -3.38935 -0.92632 -0.20954  -0.31
4 C 0.81171 -1.59989 0.11665  -0.38
5 N -3.56546 0.12920 -0.60227  0.17
6 N -0.87650 0.81096 0.17162  0.05
7 N 1.64036 -2.60467 0.35447  0.20
8 N -1.64926 1.99100 0.46270  0.10
9 F 1.04028 2.00172 0.46711  0.10
10 F -3.36193 -2.13457 0.15147  0.22
11 F -0.45942 -1.88590 -0.04358  0.15
12 H 2.21380 -0.16900 0.14832  0.09
13 H 1.45602 -3.59797 0.34323  0.13
14 H 2.67760 -2.39551 0.17738  0.18
15 H -1.20684 2.92778 0.04598  0.22
16 H -1.79642 2.23496 1.56090  0.23
17 H -2.65924 1.87086 0.07467  0.14

Summary:
energy above the lowest of the compared OMol25 structures with the same formula, charge and spin = 4.3073 eV
orbital gap = 9.410 eV
HOMO energy = -12.8 eV
net charge = +1
M = 167.1 g mol⁻¹

***

[6]
An isolated ion of composition C4H6F4N3 and charge +1 in a non-equilibrium geometry. Source: OMol25; level of theory: ωB97M-V/def2-TZVPD.

Last column: Löwdin charge in e.
Geometry (Å):
1 C -0.59390 -1.07239 -1.00978  -0.21
2 C -0.38639 0.90267 0.58900  -0.16
3 C -1.86262 -0.84302 -1.85383  -0.33
4 C -2.00654 -1.45117 -0.45074  -0.36
5 N 0.20921 -0.13106 0.02903  0.16
6 N 0.03127 -2.23509 -1.44230  0.16
7 N 0.04141 1.44143 1.72601  0.19
8 F -2.29207 0.47040 -1.90376  0.11
9 F -2.13415 -1.32901 -3.03139  0.21
10 F -2.29545 -2.75790 -0.13091  0.13
11 F -2.71166 -0.65713 0.29397  0.19
12 H -0.98137 1.46999 -0.07772  0.15
13 H 1.10516 -0.63924 0.49425  0.24
14 H 0.37493 -2.35347 -2.40059  0.15
15 H -0.07848 -2.98237 -0.84819  0.08
16 H 0.58397 0.98618 2.47081  0.15
17 H -0.53251 2.25538 2.00776  0.15

Summary:
structure (SMILES) = NC1(NC=[NH2+])C(F)(F)C1(F)F
orbital gap = 10.460 eV
HOMO energy = -14.5 eV
net charge = +1
M = 172.1 g mol⁻¹